No. 1
{
  "formula": "C30H39F33N2O7S",
  "method": "the ωB97M-V functional and the def2-TZVPD basis",
  "species": ["C", "O", "C", "C", "C", "C", "N", "C", "C", "C", "C", "C", "N", "S", "O", "O", "F", "H", "H", "H", "H", "H", "H", "H", "H", "H", "H", "H", "H", "H", "H", "H", "H", "H", "H", "H", "H", "H", "H", "H", "C", "C", "C", "F", "F", "F", "F", "O", "C", "C", "F", "F", "F", "F", "H", "H", "H", "H", "C", "C", "C", "F", "F", "F", "F", "O", "C", "C", "F", "F", "F", "F", "H", "H", "H", "H", "C", "C", "C", "F", "F", "F", "F", "O", "C", "C", "F", "F", "F", "F", "H", "H", "H", "H", "C", "C", "C", "F", "F", "F", "F", "O", "C", "C", "F", "F", "F", "F", "H", "H", "H", "H"],
  "coordinates": [[-4.276399, 1.056323, -1.098573], [-4.114172, 1.778116, -2.303595], [-5.133724, 2.674007, -2.630725], [-5.878105, 2.267163, -3.844192], [-6.386603, 0.850084, -3.749164], [-6.474700, 0.139551, -5.084375], [-5.895728, -1.223186, -5.209906], [-4.425133, -1.277586, -5.452828], [-4.233191, -1.896209, -6.816372], [-3.122167, -1.335770, -7.669262], [-1.723499, -1.773725, -7.315128], [-1.542935, -3.266413, -7.101219], [-0.839565, -3.551700, -5.858796], [-6.387952, -2.233892, -4.059536], [-7.665827, -1.877591, -3.686065], [-6.113891, -3.516248, -4.442922], [-5.444112, -1.969581, -2.891994], [-4.427741, 0.018175, -1.295638], [-5.085113, 1.423224, -0.508548], [-3.393552, 1.155319, -0.516465], [-5.804741, 2.847615, -1.818851], [-4.680019, 3.613407, -2.847707], [-5.253793, 2.391209, -4.693546], [-6.698602, 2.945171, -3.930175], [-5.723615, 0.351288, -3.095047], [-7.350302, 0.848249, -3.322703], [-6.026941, 0.695213, -5.861288], [-7.500895, 0.035068, -5.321748], [-3.986961, -0.316053, -5.391214], [-3.961836, -1.913207, -4.736974], [-5.139403, -1.688897, -7.329166], [-4.187049, -2.952841, -6.724561], [-3.353513, -1.544896, -8.689919], [-3.164056, -0.277324, -7.564752], [-1.105357, -1.491711, -8.133517], [-1.345944, -1.241108, -6.486387], [-2.467731, -3.785045, -7.175959], [-0.937870, -3.640492, -7.885928], [-1.414243, -3.985577, -5.164372], [0.002796, -4.071998, -5.990850], [2.621120, -1.108146, -1.867290], [2.397681, -2.476755, -2.515245], [3.069439, -2.730703, -3.862905], [2.606893, -1.869835, -4.795908], [2.774688, -3.993755, -4.257234], [1.077390, -2.730360, -2.610622], [2.930301, -3.398857, -1.657944], [1.601050, -0.160009, -2.036180], [1.567581, 0.629614, -3.132160], [0.312085, 0.349538, -3.950055], [0.309860, -0.939034, -4.335923], [0.320566, 1.136885, -5.055742], [2.683062, 0.510635, -3.882299], [1.493482, 1.918218, -2.710556], [2.630444, -1.295225, -0.799251], [3.599679, -0.697819, -2.110042], [4.155881, -2.631708, -3.777029], [-0.577879, 0.561581, -3.368143], [5.645772, -2.342289, 1.969474], [4.967749, -1.161253, 1.271742], [5.524483, 0.234592, 1.528370], [5.422549, 0.585466, 2.829605], [4.792413, 1.117149, 0.807654], [3.644277, -1.173027, 1.538181], [5.106934, -1.351220, -0.075215], [5.024189, -2.798785, 3.135533], [5.299388, -2.219924, 4.333212], [4.048979, -1.567015, 4.919330], [3.583674, -0.620486, 4.071384], [4.373690, -0.977215, 6.086272], [6.317881, -1.338985, 4.247187], [5.671854, -3.197018, 5.184610], [5.560017, -3.172438, 1.272730], [6.711630, -2.168862, 2.113502], [6.570539, 0.317444, 1.220978], [3.269162, -2.310932, 5.086455], [1.097676, 1.046989, 9.016886], [1.601705, 0.101784, 7.922664], [0.622951, -0.949364, 7.405336], [0.261723, -1.793813, 8.394935], [1.245051, -1.668253, 6.432306], [2.739673, -0.499318, 8.321002], [1.900288, 0.884541, 6.848698], [1.451964, 0.723115, 10.333295], [0.699997, -0.136339, 11.057630], [1.505179, -1.379778, 11.430071], [1.921838, -2.009533, 10.312613], [0.704750, -2.216068, 12.128661], [-0.447033, -0.466485, 10.431002], [0.374345, 0.478139, 12.217065], [1.602113, 1.990428, 8.828047], [0.030260, 1.243151, 8.921269], [-0.266608, -0.476751, 6.979940], [2.368214, -1.099998, 12.036224], [1.292105, 4.347555, 0.238982], [-0.024567, 4.183681, 1.001224], [-0.341569, 5.222516, 2.074299], [0.589821, 5.192408, 3.053322], [-1.548041, 4.923776, 2.614338], [-0.101062, 2.944383, 1.529027], [-1.023427, 4.298951, 0.075950], [2.363476, 3.564650, 0.674245], [3.167575, 3.982406, 1.682268], [3.080960, 3.038310, 2.877923], [1.812582, 2.982867, 3.342168], [3.871975, 3.494857, 3.875692], [2.903849, 5.266388, 2.013043], [4.429431, 3.955076, 1.202006], [1.085738, 3.984124, -0.764992], [1.570296, 5.396172, 0.137597], [-0.386598, 6.225405, 1.639285], [3.399052, 2.036433, 2.599468]],
  "forces_ev_per_a": [[0.237, 0.287, -0.558], [0.407, -0.368, 0.263], [0.428, 0.311, -0.065], [-0.618, -0.469, 0.083], [0.603, 0.365, -0.835], [-0.095, -0.899, 0.292], [0.697, 1.057, 1.316], [-0.844, -1.153, -0.814], [0.141, 0.751, -0.320], [-0.008, -0.342, 0.769], [-0.529, -0.546, -0.754], [0.793, 0.464, 0.668], [-0.173, 0.338, 0.215], [0.174, 1.831, -1.932], [-3.065, 1.145, 1.421], [1.309, -4.419, -1.161], [1.039, 0.551, 1.745], [-0.219, -0.872, -0.207], [-0.792, 0.334, 0.389], [0.948, 0.107, 0.544], [-0.534, -0.098, 0.888], [0.508, 0.994, -0.022], [0.668, 0.099, -0.921], [-0.640, 0.665, -0.390], [0.612, -0.793, 0.623], [-1.100, -0.129, 0.775], [0.615, 0.720, -0.919], [-1.035, -0.105, -0.483], [0.237, 1.170, 0.199], [0.453, -0.271, 0.869], [-0.926, 0.072, -0.642], [0.012, -1.008, 0.084], [-0.053, -0.307, -0.864], [-0.049, 1.153, -0.128], [0.734, 0.433, -0.733], [0.319, 0.472, 1.219], [-0.859, -0.521, 0.070], [0.542, -0.467, -0.981], [-0.116, -0.260, 0.264], [0.248, -0.327, 0.033], [0.508, -0.007, 0.590], [-0.421, 0.075, 0.056], [0.036, -0.074, -0.124], [0.261, -0.390, 0.044], [0.031, 0.105, -0.063], [0.069, -0.125, 0.071], [0.168, -0.010, -0.013], [-0.329, -0.244, 0.028], [0.158, 0.330, -0.091], [0.000, 0.008, -0.421], [-0.241, 0.285, -0.091], [-0.023, -0.056, 0.021], [-0.157, 0.266, 0.067], [0.076, 0.059, -0.078], [-0.043, -0.099, 0.101], [0.017, -0.075, -0.199], [-0.038, 0.010, -0.042], [-0.200, 0.053, 0.171], [0.459, -0.399, -0.545], [-0.340, -0.084, 0.215], [0.225, 0.435, 0.060], [0.041, 0.039, -0.313], [-0.035, -0.012, -0.074], [-0.010, 0.015, -0.165], [0.236, -0.082, -0.059], [-0.363, 0.041, -0.070], [0.141, 0.023, 0.273], [-0.239, 0.136, 0.197], [-0.062, -0.089, 0.276], [0.027, 0.032, -0.023], [-0.009, -0.171, 0.163], [0.118, -0.004, 0.082], [-0.068, -0.029, -0.093], [-0.008, 0.214, 0.022], [-0.024, -0.095, -0.013], [0.028, -0.028, -0.001], [-0.186, 0.719, -0.312], [0.282, -0.070, 0.202], [-0.047, -0.107, -0.101], [0.007, 0.009, -0.459], [-0.123, 0.001, 0.106], [0.004, 0.054, -0.043], [-0.100, 0.059, -0.126], [0.407, -0.122, -0.081], [-0.239, -0.071, 0.231], [-0.006, -0.201, 0.069], [0.019, -0.078, 0.313], [0.070, -0.064, 0.005], [-0.013, 0.080, 0.268], [-0.151, 0.009, 0.065], [0.092, 0.044, -0.061], [-0.050, -0.182, -0.082], [0.013, -0.056, 0.004], [0.006, -0.014, 0.010], [-0.193, 0.320, -0.785], [0.065, -0.331, 0.039], [-0.098, 0.043, 0.089], [-0.428, 0.161, -0.063], [0.119, 0.073, 0.051], [-0.117, 0.048, -0.077], [-0.022, 0.117, -0.029], [-0.236, -0.622, 0.200], [0.162, 0.548, -0.437], [0.022, -0.238, 0.499], [0.241, -0.023, -0.018], [0.052, 0.085, -0.054], [0.265, -0.151, 0.240], [0.255, -0.016, 0.288], [-0.072, -0.068, -0.043], [-0.098, 0.067, 0.170], [0.018, -0.021, 0.056], [0.019, -0.018, -0.097]],
  "smiles": "FC(F)C(F)(F)COC(F)(F)C(F)F.FC(F)C(F)(F)COC(F)(F)C(F)F.FC(F)C(F)(F)COC(F)(F)C(F)F.FC(F)C(F)(F)COC(F)(F)C(F)F.COCCCCN(CCCCCN)S(=O)(=O)F",
  "multiplicity": 1,
  "e_above_lowest_ev": 0.338,
  "total_charge": 0
}

=====

No. 2
{
  "formula": "C30H39GaN5O13P2S",
  "method": "the ωB97M-V functional and the def2-TZVPD basis",
  "species": ["Ga", "N", "C", "C", "C", "C", "C", "C", "N", "C", "C", "C", "S", "C", "N", "H", "H", "H", "H", "H", "H", "H", "O", "C", "O", "C", "C", "C", "C", "C", "C", "O", "N", "O", "O", "N", "O", "O", "H", "H", "C", "C", "C", "O", "P", "O", "C", "P", "O", "O", "C", "C", "C", "O", "C", "C", "C", "O", "C", "C", "C", "H", "H", "H", "H", "H", "H", "H", "H", "H", "H", "H", "H", "H", "H", "H", "H", "H", "H", "H", "H", "H", "H", "H", "H", "H", "H", "H", "H", "H", "H"],
  "coordinates": [[0.857267, 0.920439, 0.131721], [2.680922, 1.475775, 3.803329], [3.784694, 0.797643, 3.287792], [4.994103, 0.436532, 3.869262], [5.886562, -0.223548, 3.051021], [5.586307, -0.502459, 1.705650], [4.386163, -0.137526, 1.132574], [3.472368, 0.520127, 1.957483], [2.195839, 1.027522, 1.697541], [1.780520, 1.581245, 2.812508], [0.483987, 2.253062, 2.824716], [-0.129285, 3.042227, 3.739595], [-1.554893, 3.693890, 3.056173], [-1.250452, 2.868567, 1.597637], [-0.173399, 2.142819, 1.626816], [2.599497, 1.873131, 4.724575], [5.228875, 0.667354, 4.898854], [6.844668, -0.524581, 3.451293], [6.329012, -0.998778, 1.096750], [4.163546, -0.310815, 0.089899], [0.194442, 3.313011, 4.730135], [-1.870552, 2.965815, 0.718544], [3.575340, 0.756449, -2.783028], [2.590460, 1.087437, -2.165963], [2.342046, 0.628717, -0.959359], [1.573730, 2.017521, -2.802770], [1.783864, 2.315068, -4.138724], [0.887083, 3.106398, -4.832576], [-0.246507, 3.607622, -4.235111], [-0.439616, 3.339037, -2.896321], [0.455067, 2.569927, -2.126495], [0.186521, 2.361763, -0.871261], [-1.690350, 3.827207, -2.302424], [-1.717982, 4.086195, -1.113210], [-2.654564, 3.911345, -3.033480], [1.122959, 3.396974, -6.254364], [2.115831, 2.926276, -6.762081], [0.302390, 4.082745, -6.825625], [2.656619, 1.908230, -4.630412], [-0.965568, 4.184881, -4.797133], [-2.570590, -0.440365, 3.490636], [-1.658411, -1.576733, 3.901353], [-0.425667, -1.137438, 4.656465], [-1.265781, -2.373964, 2.734927], [-0.690133, -1.841785, 1.382891], [0.039791, -0.548312, 1.537725], [-2.047420, -1.743491, 0.193899], [-1.640299, -0.599481, -1.143666], [-0.172755, -0.315932, -1.061113], [-2.121564, -1.186004, -2.490941], [-1.622184, -2.337471, -3.282234], [-2.662830, -3.427005, -3.189076], [-0.237732, -2.766970, -2.855319], [-2.469324, 0.703941, -0.932631], [-3.935162, 0.775398, -1.112041], [-4.443692, 1.660758, -0.001514], [-4.223571, 1.309586, -2.493812], [0.155892, -3.009909, 0.794811], [1.593615, -3.160508, 1.116171], [1.775243, -4.561597, 1.646786], [2.369576, -2.864598, -0.144923], [-2.869288, 0.122089, 4.375618], [-3.476849, -0.812797, 3.012466], [-2.058529, 0.249125, 2.814129], [-2.215783, -2.300712, 4.494403], [0.153378, -0.422252, 4.071892], [0.204126, -1.992995, 4.896792], [-0.731142, -0.666117, 5.591138], [-2.966238, -1.429243, 0.690321], [-2.198194, -2.748664, -0.201550], [-1.590266, -1.930540, -4.291561], [-2.700008, -3.855934, -2.186132], [-2.408853, -4.227892, -3.883104], [-3.649700, -3.049158, -3.449897], [-0.227851, -3.139641, -1.828500], [0.488770, -1.961680, -2.942353], [0.072638, -3.585280, -3.505774], [-4.328085, -0.241123, -1.009483], [-4.031519, 2.664962, -0.115187], [-4.173959, 1.266971, 0.979981], [-5.529619, 1.731800, -0.056434], [-3.857996, 2.331565, -2.595329], [-5.301817, 1.312693, -2.657042], [-3.763611, 0.688965, -3.259889], [1.834258, -2.426140, 1.889670], [1.534261, -5.294302, 0.876493], [1.140011, -4.741324, 2.512841], [2.814354, -4.705218, 1.943944], [2.146156, -3.612224, -0.907468], [3.438939, -2.901106, 0.068411], [2.137926, -1.877167, -0.550291]],
  "forces_ev_per_a": [[-0.020, 0.072, 0.137], [0.106, -0.044, 0.015], [-0.048, 0.085, 0.171], [-0.002, -0.018, -0.051], [-0.015, -0.021, -0.032], [0.011, 0.029, 0.051], [0.018, 0.004, 0.027], [-0.139, 0.008, -0.143], [0.169, 0.031, 0.069], [-0.206, 0.132, 0.004], [0.194, -0.203, -0.068], [0.006, 0.071, 0.012], [-0.062, 0.008, -0.005], [-0.021, -0.062, 0.028], [-0.020, 0.028, 0.069], [0.001, -0.035, -0.036], [-0.001, -0.004, 0.018], [0.016, -0.001, -0.008], [0.014, -0.019, -0.003], [-0.004, 0.005, 0.000], [0.004, -0.005, 0.030], [0.017, -0.014, 0.016], [0.035, 0.035, 0.023], [-0.268, -0.055, -0.138], [0.167, -0.067, 0.139], [0.132, 0.046, -0.039], [0.003, -0.064, 0.113], [-0.008, 0.048, -0.102], [-0.021, -0.019, 0.000], [-0.291, 0.264, -0.119], [0.081, -0.333, 0.048], [0.220, 0.108, 0.163], [0.441, -0.271, 0.077], [-0.125, 0.214, -0.001], [-0.087, 0.328, -0.255], [-0.027, -0.067, 0.159], [0.140, -0.058, -0.072], [-0.111, 0.108, -0.081], [-0.015, 0.013, -0.001], [0.017, 0.009, 0.004], [0.006, 0.111, 0.028], [-0.056, -0.063, -0.071], [0.032, 0.048, 0.034], [-0.006, -0.094, 0.048], [-0.014, -0.051, -0.271], [0.142, 0.178, 0.028], [-0.051, -0.117, 0.123], [0.193, 0.051, 0.101], [-0.261, 0.077, -0.238], [-0.022, -0.044, -0.109], [-0.002, 0.104, 0.019], [0.011, -0.048, -0.007], [-0.002, -0.080, -0.019], [0.073, -0.077, 0.029], [0.022, -0.053, -0.069], [-0.049, 0.033, 0.012], [-0.097, 0.019, 0.018], [-0.006, 0.015, -0.059], [-0.024, 0.012, 0.036], [0.065, -0.012, -0.007], [0.018, 0.000, -0.042], [-0.024, -0.016, 0.008], [-0.009, -0.017, -0.003], [0.002, 0.002, 0.022], [0.001, 0.031, 0.013], [-0.011, 0.004, -0.011], [0.001, -0.017, -0.004], [0.013, 0.008, 0.022], [-0.006, -0.020, 0.030], [-0.077, -0.009, 0.004], [-0.013, -0.002, 0.002], [0.004, -0.006, 0.012], [0.001, -0.008, -0.005], [-0.006, 0.017, -0.006], [-0.016, 0.001, 0.015], [-0.011, 0.016, -0.016], [0.021, 0.004, -0.006], [0.014, -0.011, 0.037], [-0.015, 0.005, -0.008], [0.010, -0.015, 0.008], [-0.008, 0.005, -0.001], [-0.119, -0.185, 0.030], [-0.023, -0.007, 0.000], [0.005, -0.032, -0.004], [-0.007, 0.017, -0.009], [-0.011, -0.001, -0.008], [-0.008, 0.019, 0.015], [0.006, -0.008, -0.008], [0.009, -0.019, 0.000], [-0.018, -0.019, -0.002], [0.019, -0.038, 0.071]],
  "multiplicity": 1,
  "total_charge": 1
}

=====

Maximum force (computed, eV/A): 4.75, 0.52
HOMO energy (computed, eV): -8.9, -11.0
Frontier orbital gap (computed, eV): 9.2, 8.0